(1)
The following is a quantum chemistry calculation of C4H5CsMgO as an isolated structure at a distorted geometry, from the Open Molecules 2025 dataset.

```
12
Properties=species:S:1:pos:R:3:forces:R:3
C -3.550 0.848 -2.106 -1.533 -1.717 -0.122
C -3.028 -0.274 -1.577 -0.668 -1.228 -2.480
C -3.099 -1.484 -0.748 0.130 -0.194 0.213
H -4.598 0.894 -2.337 -0.662 0.179 0.904
H -3.125 1.731 -2.559 1.068 -0.234 -0.786
H -3.398 -2.458 -1.129 -0.058 0.295 -0.379
H -3.459 -1.363 0.271 0.339 0.199 0.074
O -1.026 0.065 -0.702 1.889 -0.377 2.171
C -1.743 -0.958 -1.278 -1.120 2.644 -0.567
Mg -1.983 1.708 -0.885 1.138 0.915 1.139
Cs 0.794 -0.582 2.336 -0.178 0.088 -0.379
H -1.224 -1.445 -2.101 -0.342 -0.569 0.213
```
Positions in Å, forces in eV/Å.

Summary:
* total charge: +1
* multiplicity: 2
* HOMO level (alpha / beta): -8.7 / -11.5 eV


(2)
The following is a quantum chemistry calculation of C4H5CsO5 as an isolated structure at a distorted geometry, from the Open Molecules 2025 dataset.

```
15
Properties=species:S:1:pos:R:3:forces:R:3
O 2.622 4.700 5.409 0.852 0.416 -0.551
O 3.472 3.622 3.797 0.604 1.095 -0.135
C 2.632 4.459 4.151 -1.084 -2.765 2.165
O 1.571 4.710 3.455 -1.075 -0.157 -1.385
C 0.256 4.716 4.087 -0.496 0.713 2.952
C -0.747 5.135 3.045 -0.241 -0.554 -0.232
H 0.299 5.503 4.852 -0.004 0.136 -0.319
H -0.465 6.095 2.593 0.028 -0.277 0.217
H -1.724 5.257 3.529 0.193 -0.058 -0.155
H -0.834 4.391 2.242 -0.037 0.169 0.196
O -0.702 0.846 5.689 -0.662 1.887 0.472
C -0.229 1.416 4.795 2.190 -3.715 -2.340
O 0.416 1.477 3.790 -1.442 1.582 1.788
Cs 3.720 -1.074 2.722 -0.031 0.154 0.026
H -0.054 3.829 4.874 1.206 1.372 -2.699
```
Positions in Å, forces in eV/Å.

Summary:
* total charge: +1
* multiplicity: 2
* HOMO level (alpha / beta): -13.9 / -13.7 eV


(3)
The following is a quantum chemistry calculation of C4H5CsO7 as an isolated structure at a distorted geometry, from the Open Molecules 2025 dataset.

```
17
Properties=species:S:1:pos:R:3:forces:R:3
C 2.597 0.216 -0.791 -0.741 -0.260 -0.368
C 1.530 0.778 0.082 -0.050 0.929 0.009
O 3.876 0.715 -0.390 0.471 0.101 0.315
H 2.409 0.476 -1.845 -0.100 0.009 0.272
H 2.569 -0.882 -0.698 0.069 0.146 -0.010
H -1.598 -1.288 0.700 -2.175 -2.159 -0.039
H 1.505 0.495 1.136 0.042 -0.077 -0.261
H 4.543 0.386 -1.000 -0.059 -0.009 -0.094
O 1.134 2.072 -0.083 0.586 -1.196 1.449
C 0.641 2.556 -1.305 -0.906 0.252 -2.304
O 1.014 3.700 -1.568 0.216 0.311 0.366
O -0.114 1.802 -1.954 0.478 -0.190 0.644
O -2.224 -2.100 0.529 2.960 2.029 -1.143
C -3.411 -2.035 1.110 -2.202 -0.815 2.584
O -3.558 -1.378 2.180 0.186 0.693 -0.039
O -4.314 -2.805 0.683 0.063 -0.068 -0.571
Cs -6.600 -2.708 3.215 1.162 0.302 -0.809
```
Positions in Å, forces in eV/Å.

Summary:
* total charge: -1
* multiplicity: 2
* HOMO level (alpha / beta): -3.3 / -3.8 eV


(4)
The following is a quantum chemistry calculation of C4H5CuLiO7 as an isolated structure at a distorted geometry, from the Open Molecules 2025 dataset.

```
18
Properties=species:S:1:pos:R:3:forces:R:3
O 4.354 -0.675 -0.477 0.976 0.282 -0.030
C 3.530 -0.064 0.250 -2.125 -1.362 0.102
O 3.699 1.086 0.726 0.378 0.792 0.061
O 2.386 -0.734 0.515 1.315 -0.166 0.115
C 1.138 -0.104 0.229 -0.509 0.846 0.157
O -0.530 -0.417 -1.456 -0.361 -0.191 0.197
C -3.950 0.507 0.150 0.558 -0.733 -1.809
C 0.239 -1.079 -0.531 -0.224 -0.199 -0.500
O -3.731 -0.725 0.111 0.090 0.115 -0.015
O -3.473 1.342 -0.659 0.109 -0.045 0.458
Cu 5.441 1.076 -0.309 0.123 -0.039 -0.072
Li -2.310 -0.242 -1.277 0.228 0.244 0.317
H 1.307 0.800 -0.380 -0.118 -0.386 0.093
H 0.652 0.203 1.169 0.278 0.017 -0.166
H 0.906 -1.848 -0.988 -0.056 0.245 0.093
H -0.360 -1.634 0.230 0.070 0.036 -0.116
O -4.862 0.932 1.061 -0.554 0.330 1.461
H -4.434 1.578 1.635 -0.176 0.217 -0.346
```
Positions in Å, forces in eV/Å.

Summary:
* total charge: -1
* HOMO level: -4.1 eV


(5)
The following is a quantum chemistry calculation of a 2-piece molecular cluster, C4H5F overall at a distorted geometry, from the Open Molecules 2025 dataset.

```
10
Properties=species:S:1:pos:R:3:forces:R:3
C 1.367 0.657 0.582 -0.147 -0.099 0.043
C -1.620 -1.151 -0.245 -0.528 -0.101 0.060
C 0.513 0.378 -0.442 0.541 0.463 -0.204
C -0.588 -0.398 -0.297 0.466 -1.015 -0.459
F 1.316 -2.202 -1.713 -0.618 0.661 0.511
H 2.245 1.263 0.431 0.079 0.062 -0.097
H 1.202 0.255 1.566 -0.070 -0.052 0.158
H -1.533 -2.215 -0.422 0.227 -0.136 -0.090
H -2.622 -0.786 -0.053 0.034 0.215 0.131
H 0.719 0.743 -1.439 0.017 0.004 -0.052
```
Positions in Å, forces in eV/Å.

Summary:
* HOMO level (alpha / beta): -10.7 / -7.9 eV


(6)
The following is a quantum chemistry calculation of an isolated molecule of C4H5F2N at a distorted geometry, from the Open Molecules 2025 dataset.

```
12
Properties=species:S:1:pos:R:3:forces:R:3
C 0.639 -1.396 -1.698 0.568 -1.949 -1.344
C -0.538 0.933 0.244 -0.963 -1.109 -0.744
C -0.737 -0.654 0.128 0.596 0.537 0.442
C 0.276 1.441 1.318 3.408 1.075 1.667
N -0.215 -1.427 -0.748 -1.887 0.861 2.047
F 1.688 1.411 1.347 -2.387 -0.410 -0.703
F -0.082 1.519 2.606 -0.506 -0.481 -0.778
H 1.666 -1.160 -1.610 0.880 1.120 0.422
H 0.488 -2.245 -2.354 0.005 0.255 -0.826
H -0.286 1.483 -0.701 -0.093 -0.984 0.618
H -1.541 1.220 0.539 -0.284 0.496 -0.089
H -1.359 -1.127 0.930 0.663 0.589 -0.713
```
Positions in Å, forces in eV/Å.

Summary:
* HOMO level (alpha / beta): -7.6 / -8.1 eV


(7)
The following is a quantum chemistry calculation of an isolated molecule of C4H5F2N at a distorted geometry, from the Open Molecules 2025 dataset.

```
12
Properties=species:S:1:pos:R:3:forces:R:3
C -0.215 -0.159 0.154 -2.404 -1.691 0.883
C 0.738 0.309 -0.395 4.885 3.510 -2.032
C -1.415 -0.699 0.710 3.809 -1.065 3.500
C 1.894 1.003 -0.844 -7.296 2.860 -2.871
N 3.425 0.222 -0.208 3.615 -4.057 3.686
F 2.943 -0.183 1.083 1.147 0.890 -1.493
F 3.543 -0.988 -0.798 0.303 0.491 -0.083
H -1.789 0.017 1.386 -0.995 0.588 0.888
H -2.055 -1.052 0.054 -3.402 -1.041 -3.492
H -1.166 -1.666 1.274 -0.142 1.269 -0.168
H 2.079 2.052 -0.315 -0.129 -2.523 -1.451
H 1.999 0.817 -2.010 0.610 0.768 2.633
```
Positions in Å, forces in eV/Å.

Summary:
* multiplicity: 3
* HOMO level (alpha / beta): -5.5 / -9.8 eV


(8)
The following is a quantum chemistry calculation of a 2-piece molecular cluster, C4H5F3 overall at a distorted geometry, from the Open Molecules 2025 dataset.

```
12
Properties=species:S:1:pos:R:3:forces:R:3
C -0.416 -1.228 0.864 0.361 0.235 0.506
C -1.635 -1.698 0.966 0.431 0.610 -1.877
C 1.067 1.462 -0.198 -0.715 -0.185 -0.038
C 0.646 0.493 -1.272 -2.433 0.346 0.681
F -2.144 -2.430 1.946 -0.102 -0.357 0.967
F -0.576 0.892 -1.875 2.445 -0.871 0.354
F 1.569 0.109 -2.144 -0.712 0.316 0.079
H 0.497 -1.094 1.452 -0.589 -0.297 -0.338
H -2.343 -1.580 0.137 0.140 -0.024 0.333
H 0.160 2.047 0.099 0.841 -0.364 -0.480
H 1.361 0.930 0.748 0.402 0.677 -1.249
H 1.813 2.097 -0.723 -0.069 -0.086 1.063
```
Positions in Å, forces in eV/Å.

Summary:
* HOMO level (alpha / beta): -9.9 / -8.9 eV


(9)
The following is a quantum chemistry calculation of an isolated ion of composition C4H5F3N3O and charge -1 at a distorted geometry, from the Open Molecules 2025 dataset.

```
16
Properties=species:S:1:pos:R:3:forces:R:3
C -0.566 -1.369 -0.594 0.089 -0.915 1.795
C 0.686 -1.832 0.335 -1.417 1.044 0.369
C -0.522 0.112 -0.448 0.588 -0.071 0.869
C 0.947 1.698 0.789 -1.237 -1.255 0.981
N 1.177 -0.641 1.048 -0.088 -1.823 0.134
N 0.406 0.446 0.505 0.516 0.004 -0.557
N -1.439 0.893 -0.907 0.479 3.455 1.592
O -2.219 0.709 -1.890 -1.704 -1.224 -2.030
F 2.107 1.588 1.427 -0.308 0.690 -0.340
F 1.070 2.478 -0.275 0.376 0.793 -0.799
F 0.084 2.411 1.634 0.441 0.105 -0.153
H -0.309 -1.801 -1.540 -0.659 0.262 -0.869
H -1.622 -1.677 -0.231 1.708 0.148 -0.713
H 0.323 -2.609 1.072 0.528 0.347 -0.721
H 1.419 -2.299 -0.376 -0.199 0.115 0.456
H -1.541 1.895 -0.550 0.885 -1.674 -0.015
```
Positions in Å, forces in eV/Å.

Summary:
* total charge: -1
* HOMO level (alpha / beta): -1.6 / -1.6 eV


(10)
The following is a quantum chemistry calculation of an isolated molecule of C4H5F3O at a distorted geometry, from the Open Molecules 2025 dataset.

```
13
Properties=species:S:1:pos:R:3:forces:R:3
O 0.859 -1.392 0.927 -0.084 -0.876 0.417
C 0.786 -0.140 0.477 -0.398 1.545 -1.848
F 1.742 0.650 1.020 1.138 0.244 -0.038
C 0.612 -0.172 -1.080 0.124 1.576 0.182
C -0.852 0.245 -0.934 -2.211 -2.106 3.513
C -0.585 0.590 0.664 0.116 -0.460 -1.610
F -0.544 1.904 1.041 0.169 -0.984 -0.598
F -1.304 -0.053 1.631 -0.524 0.110 -0.352
H 0.326 -1.392 1.714 -0.295 -0.584 1.027
H 0.683 -1.167 -1.504 0.613 0.136 -0.114
H 1.164 0.643 -1.603 -0.025 -0.938 0.326
H -1.340 0.997 -1.523 0.059 0.334 -0.325
H -1.549 -0.713 -0.830 1.319 2.003 -0.579
```
Positions in Å, forces in eV/Å.

Summary:
* HOMO level: -11.1 eV